26
Properties=species:S:1:pos:R:3:forces:R:3 method="wB97M-V/def2-TZVPD" e_tot_ev=-38690.006 relative_energy_kcal_mol=22.8 spin_multiplicity=1 e_homo_ev=-9.338 smiles="O=C1CCC[C@]2(C#CCl)CCC=C12.Cl" largest_force_ev_per_a=6.9 total_charge=0 homo_lumo_gap_ev=9.686
C 3.1150 -0.3861 0.0104 -0.7 0.4 1.2
C 1.9420 -0.1097 0.1980 0.0 -0.6 -1.1
C -1.1332 1.5663 -0.8198 -0.1 1.6 -0.8
C -0.8497 1.0908 -2.1916 -1.0 -5.0 -1.3
C 0.3375 -0.0430 -2.2257 -1.3 1.6 -1.3
C -0.3916 -0.1311 2.4327 5.1 2.3 -4.1
C -0.9466 0.9225 1.5280 -2.2 0.4 0.9
C 0.1017 -1.1059 -1.1303 1.4 0.4 -2.8
C 0.0732 -1.1832 1.3990 -1.0 -0.3 0.7
C -0.5822 0.7841 0.2612 1.4 -0.1 0.9
C 0.4526 -0.3323 0.1153 -1.2 -2.3 1.9
O -1.7888 2.5783 -0.6485 -0.1 -0.2 0.3
Cl 4.7166 -0.7304 0.3039 -0.5 0.2 -0.4
Cl 2.8916 2.9146 1.0079 0.2 0.9 1.1
H -1.7800 0.4435 -2.5553 1.4 1.4 1.0
H -0.7907 1.8244 -2.9565 0.4 1.0 -0.3
H 0.3721 -0.5587 -3.2491 0.2 1.2 1.3
H 1.2026 0.6094 -1.9681 0.1 -1.2 -0.7
H 0.6704 0.3432 2.5858 -1.6 -0.5 1.0
H -0.7913 -0.4878 3.2873 -1.7 -0.7 2.6
H -1.6791 1.7003 1.8182 0.5 -0.5 -0.1
H 3.1002 3.8037 1.9719 -0.2 -0.9 -1.0
H -0.9487 -1.4328 -1.2692 0.5 0.0 0.8
H 0.8148 -1.9321 -1.4189 -0.8 0.5 0.9
H 0.8961 -1.7425 1.8279 0.3 -0.2 -0.3
H -0.7840 -1.8888 1.2604 0.7 0.5 -0.6